This record from the Open Molecules 2025 dataset describes 23 unconnected molecules or ions with the total composition H46O23. The level of theory is ωB97M-V/def2-TZVPD.

The geometry in XYZ format:
```
69
H46O23 | the Open Molecules 2025 dataset | ωB97M-V/def2-TZVPD
H -0.147 3.622 -1.970
O 3.118 -1.258 2.043
H -2.530 1.424 4.750
H 0.805 3.165 3.182
H 2.754 -2.931 -1.239
H -1.267 -1.201 3.895
O 2.247 1.614 0.988
O 0.119 -0.439 -0.138
O 0.738 3.858 -2.248
O -1.986 2.211 4.771
H 0.105 -0.197 -1.813
H 3.693 -1.999 1.851
O -2.466 -1.378 -0.124
H -2.976 -1.225 0.672
H 0.707 -0.406 0.617
O -2.012 0.232 -5.370
H -1.764 0.030 -4.468
O -3.756 -0.571 1.930
H 2.424 0.830 0.468
H -4.072 0.326 1.819
O -4.285 2.015 2.472
H -2.623 2.287 1.498
O -4.017 2.356 -2.118
O 3.615 -1.180 -1.553
H -4.374 1.581 -2.552
H -3.397 -0.590 2.818
H 4.491 -4.144 0.652
H -3.077 -1.199 -0.839
H 4.641 -4.281 2.153
H -2.534 -1.551 4.646
H 4.166 -1.058 -0.780
O -0.084 0.074 -2.711
H -4.226 2.938 2.719
H 0.124 -2.636 2.175
O 1.483 -4.261 0.972
H 1.164 -1.545 2.319
H 3.176 -0.337 -1.670
O -1.780 2.162 1.061
H 0.532 2.279 -5.190
H 0.856 3.407 -3.083
O -0.236 -2.647 -2.692
O 4.081 -3.893 1.480
O 0.268 -1.775 2.567
H 0.867 1.747 2.657
H 2.550 -4.040 -2.250
H -1.338 0.840 -5.674
H 3.157 2.264 -1.864
H 0.564 1.345 -3.999
H -0.865 -2.344 -2.037
H 2.334 -4.418 1.381
H 3.080 1.809 1.419
H -0.743 -0.619 0.237
H -5.099 1.711 2.873
H 0.270 -0.631 -3.254
O 0.252 2.446 2.878
H 0.458 -3.067 -2.183
H -1.522 2.416 -0.582
H -3.236 2.038 -1.664
H -1.190 1.965 4.299
O -1.362 2.406 -1.526
H -0.569 1.881 -1.629
O 0.936 2.163 -4.330
O 2.111 -3.574 -1.538
H 1.691 -4.034 0.065
H 3.689 -0.614 2.462
O 3.058 1.500 -2.432
O -2.140 -0.868 4.103
H -1.139 2.164 1.772
H 2.489 1.801 -3.141
```

Just the Mulliken charges please, in e? Sure, here they are: atom 1 (H): 0.36, atom 2 (O): -0.54, atom 3 (H): 0.33, atom 4 (H): 0.27, atom 5 (H): 0.38, atom 6 (H): 0.27, atom 7 (O): -0.53, atom 8 (O): 0.37, atom 9 (O): -0.68, atom 10 (O): -0.63, atom 11 (H): -0.02, atom 12 (H): 0.25, atom 13 (O): -0.55, atom 14 (H): 0.28, atom 15 (H): -0.02, atom 16 (O): -0.63, atom 17 (H): 0.32, atom 18 (O): -0.68, atom 19 (H): 0.16, atom 20 (H): 0.37, atom 21 (O): -0.67, atom 22 (H): 0.16, atom 23 (O): -0.62, atom 24 (O): -0.62, atom 25 (H): 0.28, atom 26 (H): 0.35, atom 27 (H): 0.30, atom 28 (H): 0.25, atom 29 (H): 0.27, atom 30 (H): 0.28, atom 31 (H): 0.31, atom 32 (O): -0.19, atom 33 (H): 0.24, atom 34 (H): 0.30, atom 35 (O): -0.66, atom 36 (H): 0.18, atom 37 (H): 0.26, atom 38 (O): -0.47, atom 39 (H): 0.26, atom 40 (H): 0.40, atom 41 (O): -0.71, atom 42 (O): -0.65, atom 43 (O): -0.54, atom 44 (H): 0.26, atom 45 (H): 0.27, atom 46 (H): 0.28, atom 47 (H): 0.32, atom 48 (H): 0.34, atom 49 (H): 0.30, atom 50 (H): 0.39, atom 51 (H): 0.28, atom 52 (H): 0.06, atom 53 (H): 0.23, atom 54 (H): 0.38, atom 55 (O): -0.68, atom 56 (H): 0.39, atom 57 (H): 0.57, atom 58 (H): 0.29, atom 59 (H): 0.34, atom 60 (O): -0.79, atom 61 (H): 0.38, atom 62 (O): -0.71, atom 63 (O): -0.76, atom 64 (H): 0.38, atom 65 (H): 0.29, atom 66 (O): -0.66, atom 67 (O): -0.60, atom 68 (H): 0.36, atom 69 (H): 0.32



This record from the Open Molecules 2025 dataset describes 24 unconnected molecules or ions with the total composition H48O24. The level of theory is ωB97M-V/def2-TZVPD.

The geometry in XYZ format:
```
72
H48O24 | the Open Molecules 2025 dataset | ωB97M-V/def2-TZVPD
H 8.201 11.127 11.779
H 9.926 14.820 10.312
H 5.689 9.051 13.841
H 6.972 7.944 8.850
H 9.988 15.162 13.155
H 6.689 14.578 11.147
H 7.695 10.192 7.058
O 6.119 11.931 9.670
O 11.805 10.316 13.311
H 6.931 13.294 10.349
O 6.117 9.907 13.956
O 7.602 10.424 11.598
H 12.998 12.869 14.009
H 8.047 9.457 11.588
O 12.765 12.374 14.837
H 10.499 13.025 15.573
H 9.826 8.586 11.103
O 4.588 11.849 11.969
H 10.517 16.195 12.218
H 12.939 12.115 10.051
H 5.985 12.821 14.497
O 10.725 15.301 12.493
H 6.664 11.235 10.142
O 13.276 13.802 12.585
O 11.134 11.783 10.043
H 7.973 15.728 14.496
O 6.098 13.508 13.915
H 7.351 14.301 13.995
H 10.931 10.068 13.670
H 13.686 13.359 11.872
O 8.517 8.171 7.889
H 7.501 11.866 16.286
H 5.843 13.111 13.079
H 8.179 12.946 5.827
O 13.655 12.799 9.850
O 9.075 8.225 11.616
H 12.724 8.794 12.100
O 6.259 8.408 9.356
O 10.248 14.421 9.509
O 10.689 9.057 9.613
O 6.607 11.528 16.045
H 6.898 10.812 15.484
O 7.371 13.978 10.914
H 13.605 12.207 15.205
H 13.110 13.464 9.370
O 9.377 12.394 12.221
H 5.049 11.646 11.128
H 14.161 8.149 11.915
O 9.675 12.746 15.199
H 11.159 12.658 9.629
H 7.821 11.625 7.454
H 12.413 14.135 12.270
O 13.278 8.173 11.550
H 6.788 9.989 13.142
H 6.068 11.454 8.828
H 8.913 13.189 11.996
O 8.833 13.194 6.423
H 5.900 7.845 10.026
O 7.221 11.026 7.031
H 10.703 12.117 10.909
H 9.538 8.150 12.468
H 9.157 8.357 8.589
H 9.677 13.026 6.081
H 10.799 10.009 9.861
H 9.154 13.526 14.974
O 8.168 14.856 14.187
H 11.633 8.768 9.600
H 12.127 11.009 13.934
H 8.938 7.475 7.368
H 9.385 14.163 9.089
H 9.450 12.521 13.190
H 4.953 11.284 12.636
```

Just the Mulliken charges please, in e? Sure, here they are: atom 1 (H): 0.41, atom 2 (H): 0.26, atom 3 (H): 0.27, atom 4 (H): 0.37, atom 5 (H): 0.26, atom 6 (H): 0.22, atom 7 (H): 0.33, atom 8 (O): -0.90, atom 9 (O): -0.62, atom 10 (H): 0.41, atom 11 (O): -0.74, atom 12 (O): -0.62, atom 13 (H): 0.45, atom 14 (H): 0.48, atom 15 (O): -0.67, atom 16 (H): 0.28, atom 17 (H): 0.35, atom 18 (O): -0.75, atom 19 (H): 0.28, atom 20 (H): 0.50, atom 21 (H): 0.35, atom 22 (O): -0.66, atom 23 (H): 0.38, atom 24 (O): -0.69, atom 25 (O): -0.88, atom 26 (H): 0.21, atom 27 (O): -0.67, atom 28 (H): 0.43, atom 29 (H): 0.24, atom 30 (H): 0.38, atom 31 (O): -0.66, atom 32 (H): 0.34, atom 33 (H): 0.32, atom 34 (H): 0.30, atom 35 (O): -0.73, atom 36 (O): -0.63, atom 37 (H): 0.36, atom 38 (O): -0.58, atom 39 (O): -0.66, atom 40 (O): -0.68, atom 41 (O): -0.69, atom 42 (H): 0.34, atom 43 (O): -0.60, atom 44 (H): 0.28, atom 45 (H): 0.29, atom 46 (O): 0.02, atom 47 (H): 0.45, atom 48 (H): 0.29, atom 49 (O): -0.66, atom 50 (H): 0.34, atom 51 (H): 0.35, atom 52 (H): 0.26, atom 53 (O): -0.64, atom 54 (H): 0.46, atom 55 (H): 0.39, atom 56 (H): 0.10, atom 57 (O): -0.60, atom 58 (H): 0.27, atom 59 (O): -0.67, atom 60 (H): 0.39, atom 61 (H): 0.35, atom 62 (H): 0.38, atom 63 (H): 0.29, atom 64 (H): 0.40, atom 65 (H): 0.35, atom 66 (O): -0.66, atom 67 (H): 0.29, atom 68 (H): 0.37, atom 69 (H): 0.28, atom 70 (H): 0.32, atom 71 (H): -0.09, atom 72 (H): 0.34



This record from the Open Molecules 2025 dataset describes a molecular structure, H4KO2. The level of theory is ωB97M-V/def2-TZVPD.

The geometry in XYZ format:
```
7
Properties=species:S:1:pos:R:3
H 0.836 0.087 -2.810
H -0.524 -0.387 -3.358
K -0.575 -0.310 -0.040
H -0.014 -0.235 3.486
O 0.416 0.198 2.734
H -0.136 0.963 2.534
O -0.003 -0.316 -2.545
```

Summary:
**Charge**: +1

Just the Mulliken charges please, in e? Sure, here they are: atom 1 (H): 0.32, atom 2 (H): 0.31, atom 3 (K): 0.93, atom 4 (H): 0.35, atom 5 (O): -0.65, atom 6 (H): 0.33, atom 7 (O): -0.59



This record from the Open Molecules 2025 dataset describes a molecular structure, H4Li2O14S3. The level of theory is ωB97M-V/def2-TZVPD.

The geometry in XYZ format:
```
23
Properties=species:S:1:pos:R:3
O -1.195 2.290 1.892
H 0.034 -2.555 -2.039
O 2.301 -0.173 -0.323
Li 0.251 -0.529 -0.550
O -2.893 0.737 -1.358
O -0.582 -0.393 1.136
S -1.244 -1.015 2.298
O -1.967 2.266 -2.954
H 1.478 -2.610 -1.518
O 2.228 1.755 1.122
O 0.574 -2.416 -1.247
Li 2.494 -0.237 -2.301
O -0.487 -0.873 3.559
O -2.149 -0.060 -3.544
S -1.907 0.874 -2.428
O -0.556 0.627 -1.902
O -2.633 -0.486 2.392
S 3.035 0.617 0.720
H -1.080 1.342 1.611
O 4.263 1.101 0.014
O 3.437 -0.298 1.776
O -1.334 -2.473 2.085
H -2.069 2.509 1.559
```

Summary:
**Charge**: -4

Just the Mulliken charges please, in e? Sure, here they are: atom 1 (O): -0.65, atom 2 (H): 0.34, atom 3 (O): -0.75, atom 4 (Li): 0.92, atom 5 (O): -0.70, atom 6 (O): -0.46, atom 7 (S): 1.06, atom 8 (O): -0.80, atom 9 (H): 0.22, atom 10 (O): -0.63, atom 11 (O): -0.53, atom 12 (Li): 0.76, atom 13 (O): -0.78, atom 14 (O): -0.81, atom 15 (S): 0.96, atom 16 (O): -0.65, atom 17 (O): -0.80, atom 18 (S): 1.12, atom 19 (H): 0.35, atom 20 (O): -0.89, atom 21 (O): -0.71, atom 22 (O): -0.85, atom 23 (H): 0.29



Kohn-Sham gap? In order: 8.89, 10.90, 12.13, 1.47 eV.
ΔE to the lowest compared entry with this formula, charge and spin? In order: 45.8, 19.9, 5.7, 0.0 kcal/mol.